[1]
Formula: C20H15N2PtS5
Source: the Open Molecules 2025 dataset
Level of theory: ωB97M-V/def2-TZVPD

## Properties
2S+1: 1
Highest occupied orbital energy, eV: -11.02
Relative energy (zero: lowest compared OMol25 entry of this formula, charge and spin), kJ/mol: 59.3
Net charge: +1
Orbital gap, Ha: 0.1971

XYZ file:
```
43
C20H15N2PtS5 | the Open Molecules 2025 dataset | ωB97M-V/def2-TZVPD
Pt -0.0374 -0.3985 -0.3414
S 1.5019 -1.9177 -1.4139
C 2.8678 -0.8318 -1.2728
C 4.1320 -1.3924 -1.0950
C 5.2634 -0.5944 -1.0549
C 5.1514 0.7816 -1.1880
C 3.9004 1.3528 -1.3603
C 2.7683 0.5533 -1.3816
S 1.1803 1.2927 -1.7314
C 1.0834 2.6852 -0.5489
C 0.0125 2.5835 0.5014
C -0.0681 3.5525 1.4926
C -1.0455 3.4318 2.4627
C -1.9302 2.3621 2.4152
C -1.7992 1.4442 1.3907
C -2.7045 0.2647 1.2467
S -1.7514 -1.3123 1.2814
C -2.6263 -2.3057 0.0930
C -3.2557 -3.4517 0.5627
C -3.9160 -4.2882 -0.3209
C -3.9541 -3.9668 -1.6710
C -3.3328 -2.8193 -2.1369
C -2.6388 -1.9826 -1.2631
S -1.8231 -0.5866 -1.9363
N -0.8476 1.5743 0.4616
H 4.2118 -2.4658 -0.9829
H 6.2362 -1.0445 -0.9127
H 6.0285 1.4130 -1.1709
H 3.8145 2.4251 -1.4906
H 0.9014 3.5634 -1.1703
H 2.0554 2.7925 -0.0659
H 0.6314 4.3765 1.5164
H -1.1188 4.1613 3.2576
H -2.6957 2.2410 3.1686
H -3.2297 0.2973 0.2932
H -3.4194 0.2173 2.0658
H -3.2221 -3.6907 1.6186
H -4.3889 -5.1904 0.0404
H -4.4585 -4.6209 -2.3692
H -3.3450 -2.5695 -3.1898
S 2.6397 1.5890 2.9868
C 1.8857 0.6023 1.9807
N 1.3427 -0.1277 1.2325
```

[2]
Formula: C20H15N3O3S2V
Source: the Open Molecules 2025 dataset
Level of theory: ωB97M-V/def2-TZVPD

## Properties
2S+1: 2
Highest occupied orbital energy (alpha / beta), eV: -14.90 / -14.92
Relative energy (zero: lowest compared OMol25 entry of this formula, charge and spin), kJ/mol: 0.0
Net charge: +2
Orbital gap (alpha / beta), Ha: 0.2353 / 0.2647

XYZ file:
```
44
C20H15N3O3S2V | the Open Molecules 2025 dataset | ωB97M-V/def2-TZVPD
V -0.3238 0.7543 0.3147
O -0.9703 2.0780 1.4935
N -0.0789 2.9543 1.9962
C -0.3836 3.6047 3.1360
C 0.4935 4.5377 3.6231
C 1.6741 4.7951 2.9276
C 1.9567 4.1105 1.7609
C 1.0508 3.1715 1.2900
S 1.2741 2.2421 -0.1805
H -1.3219 3.3260 3.5922
H 0.2530 5.0573 4.5389
H 2.3723 5.5324 3.2995
H 2.8646 4.2896 1.2027
O 0.3709 -0.5318 1.5735
S 0.3097 -1.7969 0.7084
O -0.6124 -2.7920 1.1136
N -0.1650 -0.9304 -0.5940
C -1.1612 -1.3281 -1.5129
C -1.2574 -2.4917 -2.2238
C -2.3342 -2.6573 -3.1236
C -3.2763 -1.6802 -3.2949
C -3.1975 -0.4733 -2.5541
C -4.1328 0.5788 -2.6181
C -3.9758 1.6858 -1.8161
C -2.8902 1.7568 -0.9454
N -1.9787 0.7874 -0.8656
C -2.1288 -0.3206 -1.6630
C 1.9068 -2.4194 0.5232
C 2.1000 -3.7743 0.7797
C 3.3791 -4.2874 0.6392
C 4.4209 -3.4573 0.2502
C 4.2072 -2.1038 -0.0026
C 2.9424 -1.5693 0.1337
H -0.5184 -3.2744 -2.1099
H -2.4057 -3.5776 -3.6859
H -4.0952 -1.8208 -3.9879
H -4.9784 0.5039 -3.2907
H -4.6834 2.5013 -1.8408
H -2.7493 2.6095 -0.2949
H 1.2727 -4.3986 1.0876
H 3.5602 -5.3345 0.8367
H 5.4164 -3.8667 0.1424
H 5.0306 -1.4715 -0.3037
H 2.7634 -0.5186 -0.0551
```

[3]
Formula: C20H15N4O7Sr
Source: the Open Molecules 2025 dataset
Level of theory: ωB97M-V/def2-TZVPD

## Properties
2S+1: 1
Highest occupied orbital energy, eV: -4.59
Net charge: -1
Orbital gap, Ha: 0.2402

XYZ file:
```
47
C20H15N4O7Sr | the Open Molecules 2025 dataset | ωB97M-V/def2-TZVPD
Sr 0.2542 0.1419 0.5058
C -1.6292 4.8666 1.0278
O -2.6485 3.9811 1.4657
C -3.2651 3.2510 0.4879
C -4.4957 3.7291 0.0911
C -5.1241 3.0026 -0.9440
C -4.5226 1.8466 -1.4137
C -3.2797 1.3529 -1.0832
C -2.6481 0.2304 -1.8256
N -1.3920 -0.1340 -1.6707
N -1.0473 -1.2157 -2.4656
C 0.0044 -1.8352 -2.0110
O 0.7937 -1.5108 -1.0403
C 0.3703 -3.2076 -2.6043
C -0.6243 -3.9693 -3.1878
C -0.3876 -5.2966 -3.5247
C 0.9025 -5.8518 -3.2749
C 1.8557 -5.1083 -2.6872
C 1.5758 -3.7683 -2.2890
C -2.5808 2.0423 -0.0308
O -1.4251 1.7849 0.4434
H -1.9823 5.5702 0.2593
H -0.8174 4.3213 0.5793
H -1.2596 5.4611 1.8767
H -4.9369 4.6672 0.5913
H -6.1549 3.1626 -1.3065
H -5.0892 1.2594 -2.1538
H -3.2431 -0.2269 -2.6072
H -1.6212 -3.5112 -3.3121
H -1.2325 -5.8386 -3.9906
H 1.0233 -6.9137 -3.5986
H 2.8155 -5.5071 -2.3963
H 2.3022 -3.2340 -1.7760
O 4.3188 -0.3657 5.4001
C 4.8550 0.3655 4.4485
O 5.9827 0.7876 4.5360
C 4.0964 0.6129 3.1890
C 4.5662 1.4782 2.2158
N 3.5778 1.5948 1.3292
N 2.4714 0.8593 1.6666
C 2.7586 0.3281 2.8168
C 1.7361 -0.6790 3.3865
O 1.9988 -1.1426 4.5177
O 0.7374 -0.7683 2.6639
H 3.3761 -0.6285 5.0699
H 5.5154 1.9667 2.1707
H 3.5188 2.0490 0.4548
```

[4]
Formula: C20H15NO11
Source: the Open Molecules 2025 dataset
Level of theory: ωB97M-V/def2-TZVPD

## Properties
2S+1: 1
Highest occupied orbital energy, eV: -9.44
Relative energy (zero: lowest compared OMol25 entry of this formula, charge and spin), kJ/mol: 419.6
Net charge: 0
Orbital gap, Ha: 0.2850
SMILES: O=C1OC[C@H](c2ccccn2)O1.O=C1C=C(O)C(=O)C=C1O.O=C1C=C(O)C(=O)C=C1O

XYZ file:
```
47
C20H15NO11 | the Open Molecules 2025 dataset | ωB97M-V/def2-TZVPD
O -0.7891 5.0001 1.6132
C -1.0916 4.3586 0.5960
O -1.7528 3.0743 0.5233
C -0.7914 2.2972 -0.2964
C -0.3121 3.4068 -1.3489
C 1.2845 3.7016 -1.4637
C 1.8144 3.8521 -2.8757
C 3.3059 4.1819 -3.0989
C 4.0454 4.3175 -1.7518
C 3.2892 4.0798 -0.4544
N 1.9256 3.7695 -0.1984
O -0.8264 4.6725 -0.7971
H -0.0718 1.9134 0.4992
H -1.5066 1.5477 -0.7965
H -0.7591 3.2155 -2.3963
H 1.1199 3.7253 -3.7713
H 3.7558 4.3152 -4.1331
H 5.1528 4.5929 -1.7328
H 3.9266 4.1650 0.5061
O -0.7197 -0.7090 6.2622
C -0.9139 -0.7220 5.0594
C -2.2541 -0.5956 4.4776
C -2.4270 -0.6312 3.1547
O -3.6652 -0.5124 2.6006
C -1.2745 -0.8028 2.2253
O -1.4718 -0.8493 1.0216
C 0.0679 -0.9052 2.8049
C 0.2416 -0.8661 4.1279
O 1.4817 -0.9574 4.6806
H -3.0820 -0.4738 5.1631
H -3.5246 -0.5703 1.6355
H 0.8974 -1.0116 2.1183
H 1.3400 -0.9056 5.6464
O 0.5999 -1.9560 -2.8726
C 0.1016 -3.0070 -2.5062
C -0.6401 -3.1287 -1.2470
C -1.1567 -4.3011 -0.8727
O -1.8503 -4.4283 0.2931
C -0.9983 -5.5228 -1.7115
O -1.4678 -6.5812 -1.3293
C -0.2772 -5.3963 -2.9824
C 0.2365 -4.2231 -3.3584
O 0.9064 -4.0894 -4.5367
H -0.7462 -2.2349 -0.6461
H -2.1167 -5.3677 0.3353
H -0.1845 -6.2865 -3.5902
H 1.1781 -3.1515 -4.5757
```

[5]
Formula: C20H16AuNO5P
Source: the Open Molecules 2025 dataset
Level of theory: ωB97M-V/def2-TZVPD

## Properties
2S+1: 1
Highest occupied orbital energy, eV: -5.23
Relative energy (zero: lowest compared OMol25 entry of this formula, charge and spin), kJ/mol: 169.8
Net charge: -1
Orbital gap, Ha: 0.2886

XYZ file:
```
44
C20H16AuNO5P | the Open Molecules 2025 dataset | ωB97M-V/def2-TZVPD
Au -2.0503 -0.3170 -2.0432
N -1.5706 -2.1580 -1.4722
C -0.4798 -2.4830 -0.6167
C -0.2394 -3.8346 -0.3565
C 0.7785 -4.2217 0.4930
C 1.5672 -3.2596 1.1139
C 1.3275 -1.9206 0.8681
C 0.3220 -1.5044 -0.0062
P -0.0554 0.2774 -0.2825
C -0.8454 0.6325 1.3453
C -0.1068 0.8571 2.5087
C -0.7401 1.0730 3.7215
C -2.1283 1.0574 3.7915
C -2.8685 0.8233 2.6444
C -2.2359 0.6156 1.4236
C 1.5729 1.0952 -0.1345
C 2.7093 0.5358 -0.7177
C 3.9037 1.2392 -0.7653
C 3.9811 2.5210 -0.2406
C 2.8505 3.0984 0.3208
C 1.6574 2.3945 0.3682
H -1.5389 -2.7383 -2.3040
H -2.8142 -1.9975 -1.0197
H -0.8699 -4.5765 -0.8322
H 0.9529 -5.2741 0.6796
H 2.3591 -3.5538 1.7909
H 1.9399 -1.1737 1.3590
H 0.9754 0.8760 2.4685
H -0.1505 1.2523 4.6125
H -2.6273 1.2257 4.7381
H -3.9501 0.8019 2.6869
H -2.8415 0.4033 0.5487
H 2.6595 -0.4563 -1.1502
H 4.7734 0.7863 -1.2248
H 4.9119 3.0723 -0.2824
H 2.8936 4.1058 0.7157
H 0.7789 2.8650 0.7930
O -2.7233 3.0476 -4.0961
C -2.3734 1.9602 -3.7074
O -2.7822 1.4561 -2.5636
C -1.3818 1.0812 -4.5408
O -1.0169 1.4642 -5.6315
O -1.0112 -0.0211 -3.9648
O -3.5131 -1.1281 -1.0389
```

[6]
Formula: C20H16BBr2F3OS
Source: the Open Molecules 2025 dataset
Level of theory: ωB97M-V/def2-TZVPD

## Properties
2S+1: 1
Highest occupied orbital energy, eV: -8.95
Relative energy (zero: lowest compared OMol25 entry of this formula, charge and spin), kJ/mol: 0.0
Net charge: 0
Orbital gap, Ha: 0.2543

XYZ file:
```
44
C20H16BBr2F3OS | the Open Molecules 2025 dataset | ωB97M-V/def2-TZVPD
Br 5.9695 -0.2696 4.0871
C 4.4788 -0.0356 2.9238
C 3.5553 0.9807 3.1318
C 2.4985 1.1776 2.2814
C 2.3267 0.3578 1.1403
C 0.9572 0.3323 0.4503
C 1.0519 -0.0475 -1.0136
C 0.1516 0.3794 -1.9465
C 0.0088 -0.2034 -3.2576
C -1.0291 0.2514 -4.1290
C -1.2167 -0.3097 -5.3931
C -0.3823 -1.3583 -5.8368
Br -0.6764 -2.1694 -7.5091
C 0.6449 -1.8284 -4.9889
C 0.8218 -1.2723 -3.7218
C 3.3398 -0.5475 0.8395
C 4.4035 -0.7541 1.7156
H 3.6477 1.6102 4.0469
H 1.6871 1.8705 2.5610
H 0.4894 1.3724 0.5284
H 1.8668 -0.6691 -1.3381
H -0.6470 1.0669 -1.6418
H -1.6268 1.1049 -3.8266
H -1.9826 0.0703 -6.0640
H 1.3112 -2.6099 -5.3397
H 1.6494 -1.6158 -3.1006
H 3.2167 -1.2631 -0.0051
H 5.1681 -1.5056 1.4936
C -4.4211 0.6757 0.5990
O -3.7173 0.6810 1.8734
C -2.5106 0.1678 1.9664
C -1.8702 0.5412 3.1824
B -2.7114 1.1404 4.4860
F -2.9720 2.4763 4.1347
F -3.8654 0.3915 4.7309
F -1.7698 0.9968 5.5152
S -0.3001 -0.1470 3.0855
C -0.2022 -0.4129 1.2335
C -1.6951 -0.4569 1.0226
H -5.3671 1.2139 0.7315
H -3.8130 1.1729 -0.1791
H -4.6300 -0.3650 0.2912
H 0.1546 -1.5641 1.2133
H -1.9934 -0.6269 0.0261
```

no.,energy (a.u.)
1,-2990.705119
2,-2900.977420
3,-1547.775009
4,-1653.373032
5,-1679.746818
6,-6717.671605